ORCA calculation (wB97M-V/def2-TZVPD) on one molecule with the formula C7H11BO3 in a non-equilibrium geometry.

```
! RIJCOSX wB97M-V def2-TZVPD def2/J DEFGRID3
* xyz 0 1
B -1.953 -0.294 0.470
C 0.321 0.124 1.766
C 1.769 -0.658 -0.813
C -0.511 0.177 0.754
C 0.562 -0.100 -1.029
C 1.785 0.234 1.543
C 2.299 -0.831 0.562
C -0.870 1.352 -2.278
O -2.937 0.605 0.149
O -2.287 -1.609 0.639
O -0.101 0.143 -2.158
H -0.191 -0.025 2.701
H 2.451 -1.059 -1.652
H 1.850 1.265 1.262
H 2.372 0.199 2.576
H 2.079 -1.782 0.879
H 3.426 -0.883 0.620
H -1.578 1.325 -1.404
H -1.459 1.203 -3.080
H -0.180 2.147 -2.570
H -3.743 0.415 0.669
H -3.101 -1.949 0.391
*
```

## Properties
- E_HOMO (Ha) = -0.30457
- ΔE to the lowest compared entry with this formula, charge and spin (kJ/mol) = 472.3
- gap between HOMO and LUMO (eV) = 8.6
- LUMO level (eV) = 0.3

ORCA calculation (wB97M-V/def2-TZVPD) on an isolated ion of composition C3H3N2 and charge +1 in a non-equilibrium geometry.

```
! RIJCOSX wB97M-V def2-TZVPD def2/J DEFGRID3
* xyz 1 1
N -1.945 0.047 -0.136
C -0.979 0.281 0.458
C 0.325 0.170 0.626
C 1.058 -0.668 -0.118
N 1.629 0.539 0.099
H -2.959 0.138 -0.070
H 1.168 -1.772 -0.359
H 1.703 1.265 -0.500
*
```

## Properties
- E_HOMO (Ha) = -0.52197
- ΔE to the lowest compared entry with this formula, charge and spin (kJ/mol) = 330.5
- SMILES = [NH+]#CC1=CN1
- gap between HOMO and LUMO (eV) = 8.0
- LUMO level (eV) = -6.2

ORCA calculation (wB97M-V/def2-TZVPD) on one molecule with the formula C2H5N3S2 in a non-equilibrium geometry.

```
! RIJCOSX wB97M-V def2-TZVPD def2/J DEFGRID3
* xyz 0 1
N -0.922 0.262 1.540
N 0.004 -0.253 0.525
N -0.317 -1.508 -0.019
C -0.177 -1.498 -1.234
S 0.212 -0.040 -2.036
C 0.368 0.799 -0.365
S 2.152 1.177 -0.350
H -1.825 0.287 1.131
H -1.022 -0.558 2.142
H -0.221 -2.473 -1.842
H -0.298 1.597 -0.033
H 2.046 2.207 0.541
*
```

## Properties
- E_HOMO (Ha) = -0.30947
- ΔE to the lowest compared entry with this formula, charge and spin (kJ/mol) = 348.4
- SMILES = NN1N=CS[C@@H]1S
- gap between HOMO and LUMO (eV) = 9.2
- LUMO level (eV) = 0.8

ORCA calculation (wB97M-V/def2-TZVPD) on one molecule with the formula C4H7BN2O in a non-equilibrium geometry.

```
! RIJCOSX wB97M-V def2-TZVPD def2/J DEFGRID3
* xyz 0 3
B -0.092 0.612 0.527
C -0.066 -1.512 -1.198
C -1.757 -1.400 0.079
C -0.577 -0.686 -0.156
C 1.342 1.212 0.120
N -0.749 -2.535 -1.491
N -1.846 -2.416 -0.749
O -0.869 1.223 1.476
H 0.950 -1.560 -1.672
H -2.562 -1.241 0.870
H 1.446 2.274 0.392
H 1.498 0.811 -0.870
H 2.229 0.774 0.781
H -2.605 -3.029 -0.861
H -0.281 1.943 1.842
*
```

## Properties
- E_HOMO (alpha / beta) (Ha) = -0.16945 / -0.37259
- ΔE to the lowest compared entry with this formula, charge and spin (kJ/mol) = 0.0
- gap between HOMO and LUMO (alpha / beta) (eV) = 5.2 / 7.3
- LUMO level (alpha / beta) (eV) = 0.6 / -2.8

ORCA calculation (wB97M-V/def2-TZVPD) on one molecule with the formula C3H6N2O3 in a non-equilibrium geometry.

```
! RIJCOSX wB97M-V def2-TZVPD def2/J DEFGRID3
* xyz 0 1
O 2.024 0.729 -0.486
C 2.058 -0.469 -0.246
C 0.918 -1.260 0.302
C -0.385 -0.504 0.374
N -1.335 -1.037 -0.268
O -2.417 -0.291 -0.472
N -0.490 0.804 0.935
O -0.419 1.655 -0.196
H 3.068 -0.895 -0.166
H 0.916 -2.273 -0.232
H 1.381 -1.436 1.333
H -2.235 0.521 0.037
H 0.164 1.125 1.738
H 0.426 1.251 -0.717
*
```

## Properties
- E_HOMO (Ha) = -0.34982
- ΔE to the lowest compared entry with this formula, charge and spin (kJ/mol) = 570.0
- SMILES = O=CC/C(=N/O)NO
- gap between HOMO and LUMO (eV) = 9.8
- LUMO level (eV) = 0.3

ORCA calculation (wB97M-V/def2-TZVPD) on C29H48NOP2Y as an isolated structure in a non-equilibrium geometry.

```
! RIJCOSX wB97M-V def2-TZVPD def2/J DEFGRID3
* xyz 1 2
Y -1.000 1.381 1.413
C 0.377 0.898 3.314
C 1.236 1.374 2.271
C -0.144 3.124 2.915
C -0.497 1.970 3.695
C 0.960 2.771 2.095
C 0.409 -0.448 3.914
H 1.433 -0.825 3.957
H -0.170 -1.197 3.365
H 0.008 -0.402 4.932
C -1.320 1.999 4.931
H -0.734 1.619 5.791
H -2.223 1.386 4.844
H -1.652 3.021 5.139
C -0.668 4.509 3.129
H -0.853 4.684 4.193
H -1.602 4.747 2.594
H 0.077 5.243 2.791
C 1.810 3.717 1.329
H 2.700 3.985 1.925
H 1.251 4.630 1.118
H 2.128 3.289 0.369
C 2.296 0.598 1.574
H 3.301 0.999 1.797
H 2.197 0.641 0.476
H 2.256 -0.467 1.849
C 0.909 -3.450 0.343
C 1.901 -3.018 1.170
C 3.349 -2.864 0.716
C 3.635 -3.017 -0.789
C 3.425 -1.823 -1.685
C 2.332 -1.046 -1.723
C 1.078 -1.277 -0.903
C 0.584 -2.748 -0.954
H 3.923 -3.678 1.200
H 3.032 -3.855 -1.138
H 3.781 -1.948 1.137
H 0.986 -3.256 -1.838
H 0.184 -4.207 0.635
H 1.814 -3.144 2.265
H -0.510 -2.770 -1.088
H 1.269 -1.053 0.138
H 2.304 -0.113 -2.310
H 0.283 -0.571 -1.212
H 4.691 -3.310 -0.902
H 4.230 -1.639 -2.431
P -0.470 -0.477 -3.749
P -0.820 2.510 -3.719
C -1.039 0.196 -5.398
C -1.469 1.676 -5.272
H -1.888 -0.414 -5.764
H -0.217 0.100 -6.134
H -1.169 2.235 -6.179
H -2.569 1.723 -5.201
C -1.213 4.215 -4.322
H -0.671 4.944 -3.710
H -2.291 4.396 -4.236
H -0.917 4.352 -5.372
C 0.962 2.566 -4.202
H 1.092 2.664 -5.287
H 1.500 1.680 -3.847
H 1.391 3.456 -3.727
C -1.852 -1.657 -3.444
H -1.911 -1.841 -2.363
H -1.684 -2.606 -3.972
H -2.796 -1.210 -3.781
C 0.786 -1.683 -4.375
H 0.464 -2.126 -5.334
H 0.884 -2.484 -3.617
H 1.786 -1.235 -4.487
O -2.327 0.034 2.258
N -2.914 -1.050 2.873
C -3.461 -1.986 2.068
C -4.005 -3.122 2.653
C -3.958 -3.274 4.041
C -3.360 -2.285 4.833
C -2.811 -1.169 4.216
H -3.419 -1.804 0.999
H -4.469 -3.864 2.012
H -4.394 -4.152 4.520
H -3.307 -2.355 5.920
H -2.242 -0.409 4.753
*
```

## Properties
- E_HOMO (alpha / beta) (Ha) = -0.26346 / -0.38105
- ΔE to the lowest compared entry with this formula, charge and spin (kJ/mol) = 0.0
- gap between HOMO and LUMO (alpha / beta) (eV) = 3.3 / 6.4
- LUMO level (alpha / beta) (eV) = -3.9 / -4.0

ORCA calculation (wB97M-V/def2-TZVPD) on a 2-piece molecular cluster, N2O9P2 overall in a non-equilibrium geometry.

```
! RIJCOSX wB97M-V def2-TZVPD def2/J DEFGRID3
* xyz -2 1
N 1.465 0.378 2.732
N -3.155 3.022 -2.074
O -2.003 3.313 -1.673
O 1.402 -3.836 -0.696
O 1.610 -1.163 -0.728
O 1.850 0.076 1.523
O -3.499 3.319 -3.210
O 3.087 -2.605 0.813
O 0.511 -2.115 1.105
O 0.264 0.429 2.965
O -3.923 2.492 -1.258
P 1.808 -2.704 0.129
P 0.585 -0.606 0.373
*
```

## Properties
- E_HOMO (Ha) = -0.07707
- gap between HOMO and LUMO (eV) = 7.9
- LUMO level (eV) = 5.8

ORCA calculation (wB97M-V/def2-TZVPD) on a 2-piece molecular cluster, C2Cl3NO2 overall in a non-equilibrium geometry.

```
! RIJCOSX wB97M-V def2-TZVPD def2/J DEFGRID3
* xyz 0 1
C -0.600 0.333 0.128
C -1.732 -0.301 -0.046
N 2.325 0.041 -0.196
O 2.260 0.617 0.833
O 3.085 -0.766 -0.640
Cl -0.142 1.807 0.465
Cl -3.407 0.350 -0.132
Cl -1.789 -2.081 -0.411
*
```

## Properties
- E_HOMO (alpha / beta) (Ha) = -0.35582 / -0.36259
- ΔE to the lowest compared entry with this formula, charge and spin (kJ/mol) = 319.8
- gap between HOMO and LUMO (alpha / beta) (eV) = 7.7 / 7.9
- LUMO level (alpha / beta) (eV) = -1.9 / -2.0

no.,E_tot (eV)
1,-14254.2438
2,-6126.1529
3,-28293.0566
4,-9961.4708
5,-12326.3207
6,-53999.5047
7,-39985.5033
8,-45219.3287